No. 1
Here is C45H38F2GeN6O2W as an isolated structure from the Open Molecules 2025 dataset. Energies are from ωB97M-V with the def2-TZVPD basis set.

Each line ends with the Löwdin charge.
Geometry (Å):
W -1.1423 -0.2921 0.0413  1.901
O -4.3272 -1.3862 -2.2735  0.166
C -3.5938 -1.4516 -1.3363  -0.446
N -3.0717 -0.3381 -0.6344  -0.036
C -3.7888 0.8875 -0.7865  -0.231
C -5.1245 1.0339 -1.1376  0.011
C -5.6529 2.3120 -1.2061  -0.040
C -4.8662 3.4237 -0.9220  -0.040
C -3.5441 3.2698 -0.5409  0.012
C -3.0256 1.9861 -0.4798  -0.240
N -1.7298 1.6397 -0.0406  -0.051
C -0.7126 2.6072 -0.1416  -0.444
O -0.6356 3.4848 -0.9457  0.147
C 0.2346 2.4101 0.9765  -0.196
C 0.7794 3.4940 1.6245  0.050
C 1.3783 3.2802 2.8557  0.009
C 1.4598 1.9809 3.3233  0.003
C 0.9573 0.9459 2.5575  -0.092
N 0.3084 1.1515 1.4099  0.052
C -3.1848 -2.7373 -0.7365  -0.215
C -3.8050 -3.9101 -1.1069  0.052
C -3.4947 -5.0613 -0.4026  0.010
C -2.6074 -4.9560 0.6561  0.006
C -2.0143 -3.7363 0.9275  -0.072
N -2.2717 -2.6351 0.2218  0.085
H -5.7468 0.1794 -1.3511  0.119
H -6.6893 2.4405 -1.4904  0.120
H -5.2861 4.4206 -0.9872  0.121
H -2.9385 4.1313 -0.2971  0.122
H 0.6836 4.4737 1.1778  0.142
H 1.7649 4.1083 3.4363  0.133
H 1.9360 1.7469 4.2662  0.132
H 1.1124 -0.0696 2.8736  0.111
H -4.5252 -3.8836 -1.9147  0.142
H -3.9488 -6.0101 -0.6604  0.133
H -2.3716 -5.8083 1.2795  0.128
H -1.3335 -3.6509 1.7578  0.105
F -3.5108 0.8100 4.7893  0.127
C -2.6040 0.0730 4.1683  -0.252
C -2.4775 0.1911 2.7976  -0.006
C -1.5402 -0.5778 2.1362  -0.219
C -0.7165 -1.4559 2.8511  -0.182
C -0.8744 -1.5241 4.2311  -0.204
F -0.0791 -2.3161 4.9579  0.102
C -1.8064 -0.7726 4.9128  0.113
C 0.2478 -2.2330 2.0673  -0.254
C 1.0071 -3.2979 2.5441  0.021
C 1.6947 -4.1019 1.6561  -0.003
C 1.6333 -3.8209 0.2971  -0.021
C 0.9214 -2.7186 -0.1052  -0.157
N 0.2489 -1.9311 0.7467  -0.038
H -3.1278 0.8825 2.2770  0.120
H -1.9019 -0.8431 5.9896  0.153
H 1.0258 -3.5236 3.5972  0.126
H 2.2605 -4.9519 2.0187  0.135
H 2.1404 -4.4293 -0.4381  0.132
H 0.8790 -2.4479 -1.1449  0.073
Ge 2.1925 0.1261 -1.1425  0.982
C 3.1903 0.2148 0.5397  -0.323
C 3.5234 -0.9320 1.2609  -0.121
C 4.4152 -0.8682 2.3245  -0.063
C 5.0076 0.3437 2.6600  -0.060
C 4.7146 1.4840 1.9221  -0.062
C 3.8066 1.4234 0.8727  -0.116
C 2.9174 1.6341 -2.1304  -0.343
C 2.2493 2.8121 -2.4541  -0.109
C 2.9249 3.8374 -3.1061  -0.058
C 4.2650 3.6890 -3.4350  -0.058
C 4.9369 2.5165 -3.1099  -0.057
C 4.2667 1.4920 -2.4565  -0.111
H 2.7330 -1.1922 -1.7312  0.034
H 3.1218 -1.8945 0.9665  0.070
H 4.6765 -1.7699 2.8680  0.111
H 5.7143 0.3943 3.4795  0.115
H 5.2066 2.4207 2.1589  0.117
H 3.6042 2.3146 0.2896  0.104
H 1.2055 2.9501 -2.2008  0.076
H 2.3999 4.7512 -3.3590  0.115
H 4.7871 4.4877 -3.9485  0.115
H 5.9831 2.3992 -3.3651  0.115
H 4.7958 0.5779 -2.2018  0.109
C -1.2624 0.8755 -3.1037  -0.020
C -0.2253 -0.2074 -2.7606  -0.600
C -0.8298 -1.6096 -2.9802  -0.037
C 0.8859 -0.0684 -3.8103  -0.073
N 0.2534 -0.0983 -1.2866  -0.263
H -1.3803 0.9037 -4.1865  0.109
H -0.9208 1.8601 -2.7943  0.078
H -2.2449 0.6873 -2.6912  0.063
H -0.0569 -2.3340 -3.2467  0.097
H -1.5565 -1.5859 -3.7918  0.112
H -1.3261 -1.9963 -2.0978  0.030
H 0.4391 -0.3242 -4.7707  0.110
H 1.7181 -0.7527 -3.6453  0.064
H 1.2658 0.9456 -3.8795  0.073

Calculated values
gap between HOMO and LUMO: 6.14 eV
total charge: +2
E_HOMO: -13.47 eV


No. 2
Here is C45H38F3N2P2STe2Zr as an isolated structure from the Open Molecules 2025 dataset. Energies are from ωB97M-V with the def2-TZVPD basis set.

Each line ends with the Löwdin charge.
Geometry (Å):
Zr 13.2463 11.7951 9.6042  1.002
Te 11.4153 15.9894 7.8637  1.374
C 11.7089 17.8469 8.8920  -0.518
C 10.8796 18.1407 9.9614  -0.114
C 11.1362 19.3342 10.6918  -0.145
N 12.1225 20.1486 10.4108  0.056
C 12.8182 19.9420 9.2779  -0.145
C 12.6568 18.8233 8.4883  -0.121
C 11.9275 14.7587 9.4604  -0.918
P 13.6963 14.3783 9.5285  0.775
C 14.4251 15.1867 10.9359  -0.407
C 14.1934 16.5444 11.1645  -0.064
C 14.6798 17.1578 12.3127  -0.052
C 15.4543 16.4601 13.2228  -0.063
C 15.7057 15.1292 12.9809  -0.069
C 15.1613 14.4710 11.8740  -0.094
C 14.5664 14.9504 8.0931  -0.431
C 15.8548 15.5421 8.1934  -0.067
C 16.4846 16.0049 7.0380  -0.077
C 15.9205 15.8660 5.7750  -0.071
C 14.7568 15.1358 5.6412  -0.068
C 14.0940 14.6571 6.7960  -0.200
P 10.7574 13.4108 9.6944  0.828
C 9.2586 14.3063 9.9367  -0.427
C 8.7741 14.8314 11.1109  -0.081
C 7.5127 15.4476 11.1401  -0.059
C 6.7871 15.6649 9.9525  -0.053
C 7.3313 15.1986 8.7587  -0.073
C 8.5635 14.5715 8.7397  -0.182
C 11.2711 12.6920 11.3021  -0.501
C 10.8812 11.3462 11.5714  -0.142
C 10.6641 10.9605 12.8862  -0.057
C 10.8886 11.8739 13.9172  -0.043
C 11.3438 13.1633 13.6811  -0.039
C 11.6144 13.5633 12.3568  -0.080
H 10.0872 17.4744 10.2368  0.078
H 10.4892 19.5859 11.5349  0.109
H 13.5712 20.6860 9.0674  0.105
H 13.3532 18.6028 7.6679  0.102
H 13.6896 17.1610 10.4407  0.088
H 14.4085 18.1906 12.4640  0.111
H 15.8535 16.9534 14.0925  0.111
H 16.2334 14.5265 13.6959  0.105
H 15.2400 13.3838 11.7827  0.077
H 16.3207 15.6414 9.1883  0.115
H 17.4487 16.4962 7.1359  0.110
H 16.4167 16.2533 4.8922  0.113
H 14.3381 14.9017 4.6846  0.106
H 13.2508 13.9661 6.6649  0.070
H 9.2978 14.7717 12.0614  0.102
H 7.1341 15.7964 12.0973  0.107
H 5.8517 16.1827 9.9789  0.102
H 6.7900 15.2947 7.8224  0.113
H 9.0228 14.2797 7.7887  0.058
H 10.6792 10.6180 10.7648  0.106
H 10.2270 9.9816 13.0888  0.122
H 10.7274 11.5338 14.9401  0.120
H 11.5522 13.8556 14.4857  0.115
H 12.0277 14.5591 12.1707  0.108
F 17.5495 7.2097 10.6651  0.143
C 16.6050 8.0959 11.0521  -0.540
F 15.4294 7.4248 11.2000  0.121
F 16.9855 8.5848 12.2898  0.112
C 16.4907 9.2152 10.0488  -0.085
C 17.4172 9.4248 9.0257  0.052
C 17.2920 10.5088 8.1226  -0.011
C 16.2268 11.3865 8.2316  -0.062
N 15.2826 11.2147 9.2445  -0.219
C 15.4567 10.2044 10.1844  -0.620
S 14.2754 10.3471 11.5161  0.627
H 18.3088 8.8078 8.9449  0.137
H 18.0489 10.6744 7.3715  0.117
H 16.0240 12.2595 7.6614  0.103
C 7.3113 7.7235 10.0899  -0.054
C 8.4693 8.1991 9.2907  -0.265
C 8.3348 9.2659 8.3538  0.003
C 9.4511 9.7390 7.6700  -0.311
C 9.3894 10.9413 6.7279  -0.112
C 10.7054 9.1491 7.9406  -0.470
Te 12.5038 10.2243 7.2691  0.831
C 10.8404 8.0343 8.7385  -0.344
C 12.1853 7.3568 8.9328  -0.094
C 9.7107 7.5774 9.4094  -0.022
H 6.5631 8.4890 10.2245  0.076
H 7.6560 7.3407 11.0557  0.082
H 6.8612 6.8658 9.5897  0.091
H 7.3496 9.7610 8.2110  0.130
H 8.3857 11.2091 6.4385  0.075
H 10.0045 10.7242 5.8491  0.046
H 9.7934 11.8164 7.2219  0.015
H 12.8016 8.0075 9.5584  0.038
H 12.7188 7.2154 7.9812  0.063
H 12.0305 6.3531 9.3987  0.095
H 9.7758 6.7107 10.0770  0.125

Calculated values
gap between HOMO and LUMO (spin up / spin down): 5.22 / 5.22 eV
total charge: +1
E_HOMO (spin up / spin down): -9.32 / -9.32 eV


Quick rundown of ΔE to the lowest compared entry with this formula, charge and spin, same order as above: 1.166 0.000 eV
Quick rundown of maximum force, same order as above: 1.3 3.1 eV Å⁻¹